No. 1
C16H23BN2O4 | the ωB97M-V functional and the def2-TZVPD basis

Atoms and positions in Å:
O -3.01226 0.20929 -4.30934
O 0.37391 1.46678 -1.58867
O 0.70529 2.76816 0.86910
O -0.88661 2.71466 2.69411
B -0.40405 2.22273 1.50605
C -1.83440 0.12548 -4.57751
C -0.81138 1.71022 -1.66066
C -2.03014 -1.93961 -5.84320
C -1.34488 -0.87683 -5.50436
C 0.14466 -2.60394 3.31967
C -0.36506 -1.97295 2.21355
C 1.22968 -0.21739 2.45068
C 1.23411 -2.06477 3.97391
C 1.79055 -0.82546 3.55029
C 0.13705 -0.76835 1.78510
N -0.95226 1.03042 -3.97413
N -1.62083 1.69999 -0.52068
C 1.94663 -2.86349 5.05050
C 2.98420 -0.10942 4.07761
C 0.47210 1.06758 -4.23966
C -1.45641 1.94902 -2.99182
C -0.33144 -0.11979 0.51632
C -1.21673 1.09579 0.74794
H 0.66520 2.31962 0.00270
H -0.47200 3.57666 2.86906
H -2.99901 -2.11515 -5.47941
H -1.58339 -2.68019 -6.51644
H -0.36762 -0.69055 -5.87904
H -0.30732 -3.52122 3.67193
H -1.13982 -2.44694 1.64710
H 1.63441 0.68359 2.07680
H -2.63577 1.81781 -0.63758
H 3.01118 -2.78778 5.02782
H 1.62370 -2.55741 6.04869
H 1.69609 -3.92994 4.88674
H 3.87076 -0.30846 3.46487
H 3.20874 -0.41180 5.11173
H 2.81741 0.96541 4.00059
H 0.69987 0.88591 -5.30940
H 0.80665 2.08788 -4.01327
H 0.97037 0.36432 -3.57589
H -2.52878 1.82677 -2.84272
H -1.24616 2.98792 -3.34078
H 0.53007 0.15069 -0.07102
H -0.92622 -0.81768 -0.07411
H -2.08011 0.90244 1.38681

Properties
E_LUMO, eV: 0.5
Highest occupied orbital energy, eV: -8.50
2S+1: 1
Kohn-Sham gap, hartree: 0.3315
Net charge: 0
ΔE to the lowest compared entry with this formula, charge and spin, eV: 0.5881
SMILES string: C=CC(=O)N(C)CC(=O)N[C@@H](Cc1ccc(C)c(C)c1)B(O)O
Largest force on an atom, eV Å⁻¹: 2.27



No. 2
C17H22FN3O2 | the ωB97M-V functional and the def2-TZVPD basis

Atoms and positions in Å:
C 4.18061 -0.10877 5.40596
O 3.05834 0.41795 4.75119
C 3.33708 0.83952 3.43458
C 2.05340 1.36877 2.80157
H 1.63670 2.11936 3.47537
C 2.31204 1.93927 1.39250
C 1.35162 1.16387 0.49131
N 1.21294 -0.10831 1.16987
C 0.17793 -0.97236 0.64123
C 0.53268 -1.43963 -0.73132
C -0.17479 -1.33611 -1.92179
N 0.57417 -1.98709 -2.85188
N 1.70532 -2.47148 -2.35360
C 1.69108 -2.16002 -1.07416
H 2.49736 -2.44485 -0.42988
H 0.37217 -2.08085 -3.83437
C -1.45536 -0.73580 -2.26388
C -1.83397 0.50097 -1.74138
C -3.04822 1.04754 -2.08322
C -3.94071 0.40921 -2.95480
C -3.54834 -0.81879 -3.47724
C -2.32852 -1.37692 -3.13757
H -2.06499 -2.34120 -3.54632
H -4.19641 -1.35313 -4.15323
O -5.10692 1.04816 -3.21465
C -6.02583 0.44038 -4.08891
H -6.87144 1.12357 -4.14401
H -5.60117 0.30813 -5.08920
H -6.36582 -0.52680 -3.70516
F -3.38957 2.24630 -1.56764
H -1.17730 1.05044 -1.08735
H 0.11663 -1.84205 1.30535
H -0.81393 -0.48348 0.63461
C 1.04027 0.23926 2.56701
H 0.01582 0.59723 2.77211
H 1.23814 -0.62277 3.20447
H 0.38432 1.69705 0.42743
H 1.73792 1.01652 -0.51843
H 3.34155 1.74372 1.09419
H 2.13703 3.01214 1.34211
H 4.10338 1.63212 3.45112
H 3.72366 -0.00148 2.83884
H 3.85431 -0.39911 6.40266
H 4.57471 -0.98765 4.87935
H 4.98212 0.63719 5.48717

Properties
E_LUMO, eV: 0.7
Highest occupied orbital energy, eV: -8.26
2S+1: 1
Kohn-Sham gap, hartree: 0.3296
Net charge: 0
ΔE to the lowest compared entry with this formula, charge and spin, eV: 3.1394
SMILES string: COC[C@H]1CCN(Cc2cn[nH]c2-c2ccc(OC)c(F)c2)C1
Largest force on an atom, eV Å⁻¹: 0.83



No. 3
C22H28BF6N4O19 | the ωB97M-V functional and the def2-TZVPD basis

Atoms and positions in Å:
C -3.61080 -6.73182 -2.14252
C -4.04903 -5.68314 -3.20125
B -5.11624 -4.66313 -2.68756
O -4.78580 -3.44374 -2.16923
N -6.59149 -4.82954 -2.71858
C -7.28657 -5.95221 -2.54882
N -6.76307 -7.16644 -2.31247
C -7.78866 -7.97864 -2.18869
N -8.93930 -7.33754 -2.34377
N -8.62915 -6.04074 -2.57840
H -3.90523 -6.46311 -1.12716
H -4.09534 -7.68316 -2.36256
H -2.53836 -6.91498 -2.19378
H -4.38933 -6.16791 -4.11810
H -3.16475 -5.08939 -3.45932
H -3.91489 -3.16312 -2.48287
H -7.12615 -3.98201 -2.85975
H -7.71059 -9.03665 -1.98357
H -9.87114 -7.72223 -2.30427
H -9.29983 -5.30504 -2.73928
C -5.55356 -2.02930 0.45906
C -4.75559 -1.62379 1.68008
O -5.75021 -1.09550 2.53165
C -6.92987 -1.71118 2.22876
O -7.89981 -1.69576 2.89962
O -6.82110 -2.35781 1.03521
F -3.84699 -0.65805 1.39388
H -5.67222 -1.19390 -0.23294
H -5.14326 -2.87852 -0.06607
H -4.24762 -2.44574 2.18738
C -1.56252 2.01890 1.17880
C -0.42685 1.31938 0.46421
O 0.50325 2.36629 0.27684
C 0.30820 3.26404 1.29056
O 1.08186 4.10929 1.58918
O -0.86964 3.03703 1.90195
F -0.81305 0.83365 -0.74827
H -2.25481 2.47694 0.47027
H -2.11241 1.37128 1.85544
H 0.04339 0.52130 1.03389
C 3.72895 5.11570 2.79780
C 4.66144 4.22186 2.01317
O 5.93454 4.71949 2.36767
C 5.82825 5.26804 3.61951
O 6.74897 5.54052 4.30928
O 4.52785 5.43011 3.94615
F 4.49200 4.34960 0.66994
H 3.49992 6.03202 2.25099
H 2.80598 4.62485 3.08496
H 4.60199 3.16367 2.27288
C 3.97322 0.07407 3.01326
C 2.92019 -0.21423 1.96928
O 1.73333 0.27638 2.59546
C 2.11508 1.28534 3.43688
O 1.38197 2.08501 3.90893
O 3.45105 1.25048 3.63800
F 2.78012 -1.54733 1.74449
H 4.04117 -0.72988 3.74776
H 4.95455 0.26745 2.58862
H 3.08655 0.29536 1.01912
C 7.08505 -1.35334 -1.38551
C 5.99579 -1.62092 -2.40323
O 4.83557 -1.15693 -1.72602
C 5.22812 -0.19097 -0.86073
O 4.49168 0.57350 -0.32309
O 6.56378 -0.20893 -0.69573
F 5.85607 -2.93630 -2.67534
H 7.18526 -2.18486 -0.68736
H 8.05107 -1.12939 -1.82721
H 6.10306 -1.07374 -3.34065
C 3.50428 7.25663 -1.17927
C 4.82570 7.31378 -1.91277
O 5.34168 8.56492 -1.50670
C 4.83086 8.84356 -0.27056
O 5.24048 9.67664 0.45890
O 3.78816 8.01572 -0.00179
F 4.66472 7.30957 -3.25950
H 2.70997 7.74582 -1.74485
H 3.19954 6.24556 -0.92146
H 5.53056 6.52713 -1.63886

Properties
E_LUMO, eV: -3.6
Highest occupied orbital energy, eV: -11.90
2S+1: 1
Kohn-Sham gap, hartree: 0.3054
Net charge: +1
Largest force on an atom, eV Å⁻¹: 0.84



No. 4
C3H9NO2 | the ωB97M-V functional and the def2-TZVPD basis

Atoms and positions in Å:
C 1.51101 0.11811 1.18304
N 2.14758 1.33133 1.66644
H -2.49373 1.62163 -1.63210
H 2.64536 1.23421 2.54264
H 2.73689 1.83815 1.02282
H 0.44429 0.15938 1.38110
H 1.72045 -0.75488 1.80297
H 1.75200 -0.17169 0.16295
C -1.23624 -1.32797 -1.37670
C -1.78415 -0.04074 -0.83085
O -1.74893 0.27921 0.32042
O -2.40090 0.67738 -1.79496
H -0.57761 -1.75153 -0.61745
H -0.66917 -1.17581 -2.28330
H -2.04685 -2.03679 -1.54701

Properties
E_LUMO, eV: 0.8
Highest occupied orbital energy, eV: -8.71
2S+1: 1
Kohn-Sham gap, hartree: 0.3478
Net charge: 0
ΔE to the lowest compared entry with this formula, charge and spin, eV: 1.1060
SMILES string: CC(=O)O.CN
Largest force on an atom, eV Å⁻¹: 1.25



No. 5
C20H12Br2O10S2 | the ωB97M-V functional and the def2-TZVPD basis

Atoms and positions in Å:
O -2.22300 -1.98354 3.68247
O 5.63886 -3.53572 -3.00445
O 4.49825 -1.36676 -2.72258
O -3.65782 0.89603 -4.07851
O -1.75784 2.35507 -4.61555
Br -2.12636 0.11384 6.21262
Br 1.76910 2.32776 1.26064
O -1.27759 -1.44388 1.65612
O 3.34926 -3.39313 -3.54158
O -4.06270 3.17980 -4.96913
O 3.92879 -3.36760 -1.02610
O -3.16243 2.93205 -2.51315
C -1.48929 -1.28788 2.99943
C -0.25348 1.81259 4.83653
C 0.57249 2.28568 3.81438
C 3.14773 -1.80285 0.62969
C 1.62170 -2.73068 -0.97700
C -1.08942 2.14228 -1.65288
C -3.17207 1.48823 -0.63525
C 2.10454 -1.04308 1.22989
C 0.57598 -1.97305 -0.41156
C -0.40450 1.23041 -0.80209
C -2.48842 0.61845 0.21751
C -0.99954 0.68529 4.71091
C 0.56351 1.62664 2.56761
C 2.93032 -2.60620 -0.49990
C -2.48485 2.19003 -1.62776
C -0.91405 -0.03555 3.49246
C 0.80904 -1.10589 0.66833
C -1.11076 0.47787 0.18240
C -0.21421 0.47742 2.42291
C -0.40711 -0.37523 1.21911
S 4.46556 -2.81631 -2.51115
S -3.10597 2.25097 -4.04430
H 3.93247 -3.93646 -4.10962
H -4.46997 2.47132 -5.48923
H -0.31169 2.25236 5.81957
H 1.13055 3.17423 3.91028
H 4.12472 -1.79817 1.10052
H 1.39026 -3.36623 -1.85047
H -0.55841 2.72027 -2.38870
H -4.22608 1.59305 -0.58300
H 2.26610 -0.54645 2.17748
H -0.43833 -2.03654 -0.78054
H 0.66349 1.13169 -0.91003
H -3.07681 0.11787 0.93370

Properties
E_LUMO, eV: -0.5
Highest occupied orbital energy, eV: -9.60
2S+1: 1
Kohn-Sham gap, hartree: 0.3326
Net charge: 0
ΔE to the lowest compared entry with this formula, charge and spin, eV: 0.2553
SMILES string: O=C1OC(c2ccc(OS(=O)(=O)O)cc2)(c2ccc(OS(=O)(=O)O)cc2)c2c(Br)ccc(Br)c21
Largest force on an atom, eV Å⁻¹: 4.27